108
Properties=species:S:1:pos:R:3:forces:R:3:mulliken_spin:R:1 method="wB97M-V/def2-TZVPD" homo_energy_ev="-8.73 / -10.42" lumo_ev="-2.433 / -4.435" homo_lumo_gap_ha="0.2315 / 0.2200" relative_energy_kj_mol=0.00 total_charge=+1 multiplicity=5 s2=6.1097
Rh 0.334 -0.092 0.775 0.269 0.051 0.528 1.522
Br 3.471 6.599 -7.057 -0.003 -0.005 0.003 0.013
C 3.823 6.223 -5.241 0.002 -0.003 0.005 0.159
C 4.349 4.986 -4.889 -0.006 -0.017 -0.023 -0.099
C 4.605 4.701 -3.562 0.003 0.000 -0.021 0.157
C 4.339 5.664 -2.573 0.007 0.086 0.108 -0.039
C 3.826 6.916 -2.953 -0.008 0.008 -0.033 0.160
C 3.562 7.192 -4.278 -0.007 0.004 0.015 -0.079
N 4.528 5.455 -1.225 0.088 -0.196 -0.087 0.616
N 5.031 4.303 -0.865 -0.203 0.120 0.037 0.586
C 4.316 3.282 -0.398 0.116 0.013 -0.039 -0.009
C 5.049 2.127 -0.028 -0.009 -0.075 0.001 0.204
C 4.453 0.961 0.392 0.011 0.080 -0.037 -0.109
C 3.058 0.854 0.484 -0.195 0.074 0.061 0.149
O 2.453 -0.231 0.872 0.115 0.082 -0.027 0.216
C 2.284 2.022 0.161 0.125 -0.155 0.096 0.043
N 0.929 1.892 0.307 0.103 -0.100 -0.138 0.049
C 0.142 2.929 0.087 -0.061 0.027 0.012 0.037
C 0.646 4.170 -0.294 -0.016 0.030 0.009 0.082
C 2.002 4.319 -0.478 0.044 -0.038 0.000 -0.021
C 2.871 3.236 -0.261 -0.027 0.037 0.030 0.042
H 4.563 4.255 -5.657 -0.001 0.015 0.012 -0.004
H 5.033 3.748 -3.281 -0.009 0.020 0.011 0.009
H 3.643 7.658 -2.185 0.012 -0.032 -0.011 0.003
H 3.162 8.153 -4.571 0.016 -0.016 -0.001 -0.002
H 6.126 2.190 -0.113 -0.025 0.012 0.012 -0.002
H 5.053 0.099 0.653 -0.027 -0.005 0.000 0.000
H -0.922 2.782 0.228 0.048 -0.016 -0.007 -0.006
H -0.033 4.998 -0.442 0.015 -0.013 -0.006 0.004
H 2.407 5.275 -0.773 -0.024 0.001 0.013 -0.014
C 1.593 1.995 3.713 -0.031 0.059 -0.001 0.070
C 1.460 0.947 4.777 -0.027 -0.048 0.056 -0.024
C 2.090 1.128 6.004 0.011 0.036 -0.040 -0.004
C 1.974 0.197 7.024 0.006 -0.021 0.040 0.009
C 1.205 -0.941 6.839 0.007 0.008 0.032 -0.003
C 0.571 -1.145 5.625 0.041 -0.024 0.004 0.009
C 0.704 -0.221 4.586 -0.040 0.017 0.065 0.043
P -0.258 -0.460 3.067 -0.049 0.032 -0.061 -0.031
C -0.811 -2.191 3.125 0.028 0.034 -0.007 0.032
C 0.260 -3.088 3.210 0.047 -0.045 -0.048 0.046
C 0.061 -4.454 3.256 0.012 -0.025 -0.024 -0.015
C -1.236 -4.942 3.200 -0.013 0.002 0.005 0.020
C -2.300 -4.061 3.108 -0.015 0.024 -0.004 -0.010
C -2.126 -2.676 3.074 -0.043 -0.053 -0.039 0.045
C -3.358 -1.811 3.017 -0.053 0.025 -0.022 0.007
C -1.609 0.728 3.163 -0.040 0.046 -0.063 0.021
C -2.055 1.330 4.333 0.023 -0.017 0.026 0.012
C -3.060 2.283 4.267 0.001 0.018 0.033 -0.005
C -3.603 2.626 3.036 -0.029 0.025 -0.029 0.011
C -3.152 2.022 1.868 -0.001 0.002 0.011 -0.012
C -2.147 1.062 1.916 0.047 0.041 0.077 0.052
C -1.667 0.323 0.703 -0.056 -0.288 -0.188 -0.142
H 2.147 2.855 4.087 -0.001 -0.024 -0.022 0.001
H 0.617 2.350 3.370 0.018 -0.013 -0.005 -0.001
H 2.126 1.592 2.856 0.072 -0.021 -0.144 -0.022
H 2.682 2.024 6.159 -0.028 -0.039 -0.007 0.000
H 2.478 0.367 7.967 -0.015 -0.007 -0.024 0.001
H 1.094 -1.667 7.635 0.005 0.029 -0.028 0.000
H -0.031 -2.034 5.487 0.013 0.046 0.039 0.003
H 1.270 -2.700 3.286 0.014 0.003 -0.039 0.015
H 0.907 -5.125 3.335 -0.035 0.020 0.002 0.000
H -1.422 -6.008 3.232 0.007 0.031 -0.001 0.000
H -3.311 -4.452 3.070 0.030 0.009 0.001 0.001
H -4.246 -2.442 3.019 0.004 -0.004 0.003 0.000
H -3.396 -1.191 2.119 -0.007 -0.109 0.105 -0.001
H -3.423 -1.141 3.874 0.001 -0.010 -0.003 0.001
H -1.609 1.067 5.286 -0.012 0.004 -0.022 0.000
H -3.408 2.767 5.170 0.001 -0.018 -0.024 0.000
H -4.384 3.374 2.983 0.025 -0.018 0.004 0.001
H -3.591 2.292 0.914 0.009 -0.004 0.019 0.000
H -1.896 0.867 -0.216 -0.027 0.011 -0.041 -0.002
H -2.189 -0.634 0.626 -0.095 0.037 -0.042 0.019
N -2.485 -1.644 -1.624 -0.007 -0.033 0.021 0.013
C -2.098 -2.893 -1.162 0.024 -0.015 0.017 -0.005
C -3.063 -3.905 -1.084 -0.009 0.020 -0.002 -0.012
C -2.743 -5.165 -0.624 -0.003 -0.028 0.012 0.014
C -1.446 -5.459 -0.221 -0.023 -0.009 0.018 -0.007
C -0.486 -4.469 -0.275 -0.018 0.061 0.007 0.015
C -0.782 -3.178 -0.736 -0.068 -0.056 -0.055 0.084
P 0.547 -1.950 -0.742 -0.142 0.323 -0.128 0.067
C 0.618 -1.245 -2.420 0.041 0.070 0.022 0.023
C 0.070 -1.885 -3.530 -0.003 -0.010 -0.032 0.013
C 0.180 -1.310 -4.789 -0.018 -0.038 0.007 0.001
C 0.841 -0.101 -4.948 0.021 0.025 0.005 0.007
C 1.409 0.531 -3.849 -0.002 0.021 -0.023 -0.004
C 1.299 -0.038 -2.591 -0.005 -0.055 0.010 -0.063
C 2.076 -2.910 -0.618 0.032 -0.081 -0.064 -0.014
C 2.740 -3.079 0.592 0.030 0.035 -0.019 -0.008
C 3.852 -3.904 0.664 0.003 -0.006 0.024 0.002
C 4.311 -4.557 -0.471 0.027 -0.023 -0.006 0.001
C 3.662 -4.379 -1.685 -0.009 0.005 -0.010 0.001
C 2.547 -3.559 -1.760 0.005 -0.010 0.019 0.003
H -3.367 -1.627 -2.109 -0.022 -0.008 0.012 0.000
H -1.787 -1.086 -2.087 0.057 0.033 -0.015 0.004
H -4.074 -3.686 -1.411 0.037 -0.005 0.007 0.000
H -3.511 -5.929 -0.589 0.021 0.026 -0.002 0.000
H -1.186 -6.448 0.132 -0.008 0.017 -0.008 0.001
H 0.522 -4.696 0.044 0.011 -0.007 -0.002 0.003
H -0.434 -2.838 -3.415 -0.034 0.004 0.019 0.002
H -0.248 -1.813 -5.647 0.009 0.016 0.017 0.000
H 0.920 0.347 -5.930 0.002 -0.012 0.016 0.000
H 1.937 1.469 -3.971 -0.004 -0.023 -0.002 0.002
H 1.767 0.446 -1.742 -0.040 -0.015 -0.056 0.014
H 2.419 -2.532 1.463 -0.047 0.001 0.041 0.027
H 4.371 -4.027 1.607 -0.017 0.005 -0.023 0.000
H 5.180 -5.200 -0.412 -0.021 0.028 -0.001 0.000
H 4.024 -4.876 -2.576 -0.014 0.007 0.029 0.000
H 2.045 -3.426 -2.710 0.033 -0.021 0.029 0.001

---

26
Properties=species:S:1:pos:R:3:forces:R:3:nbo_charge:R:1 method="wB97M-V/def2-TZVPD" homo_energy_ev=-9.06 lumo_ev=0.468 homo_lumo_gap_ha=0.3500 smiles="CC(C)N=[S@](=O)(OS)C(C)C" relative_energy_kj_mol=50.06 total_charge=0
C -0.853 1.666 -2.177 2.669 2.601 -2.686 -0.615
C 0.329 1.842 -1.224 -0.306 0.167 -0.035 -0.062
C 1.651 1.882 -1.996 1.363 -1.409 -0.508 -0.611
N 0.436 0.746 -0.290 -2.043 -2.004 1.425 -0.950
S -0.746 0.158 0.509 4.936 -0.094 0.788 2.228
O -2.096 0.429 0.330 -3.654 0.880 -0.853 -0.932
O -0.593 0.693 2.122 -0.246 -0.425 -0.288 -0.878
S 0.778 0.367 2.999 0.069 0.046 0.663 0.312
C -0.496 -1.658 0.560 1.341 1.083 0.220 -0.407
C -1.321 -2.367 1.663 0.661 0.742 -1.686 -0.620
C 1.088 -1.804 0.620 -1.123 -4.004 0.392 -0.640
H -1.203 2.702 -2.299 -0.073 -0.233 -0.741 0.210
H -0.585 1.227 -3.209 -0.558 0.433 1.858 0.205
H -1.602 1.238 -1.668 -2.842 -2.056 1.197 0.217
H 0.098 2.731 -0.586 0.681 -0.105 -0.841 0.186
H 2.120 2.856 -2.021 -0.099 0.360 -0.276 0.217
H 1.595 1.436 -3.066 -0.188 0.941 1.750 0.206
H 2.405 1.218 -1.469 -0.870 0.761 -0.474 0.224
H 0.206 -0.309 4.055 0.101 0.323 -0.769 0.099
H -0.937 -1.832 -0.453 0.578 -0.311 0.660 0.240
H -2.349 -2.111 1.464 -0.545 -0.473 0.104 0.232
H -1.084 -3.427 1.598 -0.365 -0.073 0.021 0.226
H -1.074 -2.002 2.629 0.387 0.274 0.864 0.215
H 1.346 -2.767 -0.045 -0.231 2.243 1.408 0.210
H 1.395 -2.027 1.713 -0.412 0.413 -1.987 0.222
H 1.489 -0.887 0.241 0.769 -0.080 -0.205 0.266

---

17
Properties=species:S:1:pos:R:3:forces:R:3:nbo_charge:R:1 method="wB97M-V/def2-TZVPD" homo_energy_ev=-8.98 lumo_ev=1.007 homo_lumo_gap_ha=0.3668 smiles="c1ccncc1.C=C" relative_energy_kj_mol=346.04 total_charge=0
C -1.056 1.197 -0.359 -1.305 -0.008 0.670 -0.188
C -2.369 0.892 0.037 2.282 -3.896 0.511 -0.236
C -2.584 -0.507 0.345 -0.498 3.206 0.194 0.036
N -1.672 -1.400 0.164 -2.086 -2.907 1.351 -0.440
C -0.527 -1.149 -0.277 4.711 0.510 -4.092 0.043
C -0.146 0.179 -0.592 -0.005 1.491 -0.916 -0.270
H -0.684 2.225 -0.411 -0.483 -0.219 -0.387 0.213
H -3.105 1.574 0.222 -1.751 1.824 0.358 0.211
H -3.423 -0.935 0.858 -0.944 0.588 -0.146 0.194
H 0.087 -2.053 -0.695 -0.884 1.632 1.280 0.180
H 0.740 0.693 -1.064 -0.855 -1.989 0.652 0.252
C 2.387 0.358 0.709 -0.601 -0.739 4.916 -0.402
C 2.435 -0.504 -0.267 1.181 1.420 1.174 -0.358
H 1.620 0.221 1.618 1.327 0.536 -2.377 0.192
H 3.288 0.868 1.069 -0.445 0.487 -0.789 0.203
H 1.785 -1.252 -0.454 -1.969 -1.890 -0.497 0.186
H 3.223 -0.406 -0.903 2.325 -0.044 -1.901 0.185

---

20
Properties=species:S:1:pos:R:3:forces:R:3:nbo_charge:R:1 method="wB97M-V/def2-TZVPD" homo_energy_ev=-15.98 lumo_ev=-2.863 homo_lumo_gap_ha=0.4820 relative_energy_kj_mol=52.22 total_charge=+1
C 0.281 -1.108 -1.876 0.109 -1.658 -0.478 -0.655
C -0.803 -0.445 -1.062 -0.355 0.942 -0.686 -0.227
N -0.222 0.200 0.156 0.433 1.158 0.557 -0.542
C -1.221 0.942 0.968 -1.634 -0.692 0.060 -0.431
H 0.776 -0.519 -2.646 -0.077 0.393 0.361 0.244
H -0.113 -1.990 -2.411 -0.215 0.523 0.099 0.251
H 1.032 -1.596 -1.243 0.035 0.431 0.103 0.227
H -1.618 -1.096 -0.771 0.310 -0.559 0.544 0.223
H -1.375 0.309 -1.636 0.702 0.051 0.238 0.227
H 0.327 -0.496 0.705 -0.877 0.002 -0.014 0.470
H 0.460 0.947 -0.039 0.387 -0.338 -0.757 0.462
H -2.088 0.296 1.128 0.198 -0.091 0.123 0.224
H -0.913 1.306 1.941 0.684 -0.189 -0.114 0.244
H -1.619 1.770 0.390 0.295 0.185 -0.206 0.225
H 1.425 3.144 -0.084 -0.467 -0.163 -0.510 0.485
H 2.613 2.501 0.401 0.173 -0.823 -0.198 0.496
O 1.836 2.267 -0.137 0.150 1.008 0.702 -0.956
H 1.047 -1.929 2.490 0.253 -0.186 0.353 0.502
H -0.213 -2.625 1.926 0.215 0.122 0.038 0.506
O 0.388 -1.878 1.801 -0.320 -0.115 -0.214 -0.974

---

69
Properties=species:S:1:pos:R:3:forces:R:3:mulliken_charge:R:1 method="wB97M-V/def2-TZVPD" homo_energy_ev="-12.39 / -12.39" lumo_ev="-5.749 / -5.750" homo_lumo_gap_ha="0.2441 / 0.2441" total_charge=+1
Ce 0.442 -0.832 0.006 -0.187 1.771 -0.007 0.817
C -3.812 1.680 -2.064 0.708 -0.419 0.595 -1.209
Si -2.207 0.689 -1.741 -0.229 -0.119 -1.865 -0.070
C -0.685 1.584 -2.489 -0.358 -0.392 0.809 -0.599
C -2.197 -0.899 -2.850 0.053 0.604 0.701 -1.075
C -1.992 -0.028 0.006 1.003 0.161 0.070 1.434
C -2.677 -1.349 -0.012 -0.468 -0.585 -0.002 -0.499
C -4.066 -1.506 0.004 0.275 0.253 -0.026 -0.727
C -4.606 -2.777 -0.009 0.186 -0.094 0.042 -0.754
C -3.744 -3.867 -0.013 0.047 0.136 -0.043 -0.749
C -2.381 -3.630 -0.025 0.070 -0.493 0.016 -0.563
N -1.856 -2.409 -0.034 0.329 1.177 0.008 0.302
Si -2.174 0.631 1.779 -0.267 -0.165 1.812 0.011
C -0.546 1.328 2.518 -0.415 -0.343 -0.969 -0.439
C -3.641 1.798 2.156 0.684 -0.441 -0.613 -1.188
C -2.349 -0.962 2.859 0.133 0.565 -0.697 -1.015
H -3.840 2.078 -3.073 0.193 -0.016 -0.228 0.428
H -3.901 2.513 -1.377 -0.012 0.245 0.160 0.381
H -4.692 1.059 -1.934 -0.133 -0.202 0.044 0.369
H -0.793 1.690 -3.564 -0.190 -0.185 -0.127 0.540
H 0.229 1.002 -2.302 0.024 0.206 -0.170 0.105
H -0.531 2.572 -2.079 0.179 0.239 0.157 0.152
H -2.148 -0.668 -3.910 0.126 0.201 -0.094 0.464
H -3.067 -1.529 -2.702 -0.096 -0.196 0.104 0.319
H -1.310 -1.499 -2.593 -0.073 -0.103 -0.170 0.308
H -4.690 -0.625 0.032 -0.122 0.066 -0.022 0.416
H -5.677 -2.923 -0.006 -0.025 0.023 0.010 0.488
H -4.123 -4.876 -0.008 0.036 -0.084 -0.007 0.486
H -1.673 -4.445 -0.022 0.090 -0.108 -0.015 0.567
H -0.298 2.283 2.081 0.253 0.209 -0.105 -0.189
H 0.299 0.641 2.315 0.005 0.274 0.324 0.208
H -0.627 1.459 3.593 -0.122 -0.231 0.134 0.551
H -3.633 2.666 1.508 0.012 0.260 -0.171 0.379
H -3.606 2.153 3.180 0.170 -0.051 0.239 0.429
H -4.592 1.295 2.014 -0.159 -0.185 -0.056 0.366
H -1.533 -1.656 2.612 -0.094 -0.078 0.105 0.268
H -3.286 -1.481 2.689 -0.105 -0.180 -0.060 0.327
H -2.284 -0.747 3.921 0.085 0.204 0.111 0.467
C 4.576 0.550 -0.225 -0.027 0.147 -0.029 -0.675
C 4.257 -0.890 -0.145 0.368 0.491 -0.053 -0.118
N 3.042 -1.406 -0.104 -0.922 -0.090 0.084 -0.142
C 3.202 -2.771 -0.045 0.310 -0.708 0.076 0.106
C 4.548 -3.072 -0.056 -0.773 0.067 -0.001 0.104
N 5.188 -1.864 -0.121 -0.708 -0.106 0.050 0.008
C 5.349 -4.324 -0.003 0.475 -0.141 0.024 0.536
O 4.683 -5.449 0.050 -0.530 -0.128 0.024 -0.534
O 6.557 -4.239 -0.009 -0.451 0.082 -0.016 -0.598
C 1.993 -3.661 0.081 3.212 -1.599 -0.157 0.863
O 2.161 -4.885 0.095 -0.773 0.976 0.031 -0.821
O 0.898 -3.046 0.183 -1.863 1.510 0.050 -0.491
H 3.650 1.121 -0.160 0.248 -0.101 -0.007 -0.548
H 5.073 0.770 -1.169 0.014 0.084 -0.040 0.398
H 5.247 0.840 0.584 -0.010 0.050 0.021 0.438
H 6.194 -1.773 -0.119 0.072 -0.008 -0.032 0.251
H 3.669 -5.323 0.063 0.779 0.052 -0.040 0.452
C 2.491 3.489 -1.551 -0.457 -0.640 0.549 -1.366
Si 1.584 2.875 0.026 0.932 3.708 0.093 0.961
C 0.012 3.978 0.191 0.456 -0.663 0.054 -1.337
C 2.702 3.387 1.503 -0.487 -0.653 -0.583 -1.351
O 1.297 1.314 -0.013 -1.361 -4.421 -0.018 0.014
H 3.032 4.411 -1.366 0.029 0.198 0.174 0.409
H 1.795 3.674 -2.361 -0.185 0.035 -0.195 0.372
H 3.209 2.759 -1.909 0.204 -0.167 -0.091 0.307
H 0.076 4.860 -0.441 0.109 0.069 -0.183 0.473
H -0.119 4.334 1.208 0.015 0.030 0.209 0.479
H -0.893 3.442 -0.081 -0.271 -0.078 -0.076 0.246
H 2.834 4.463 1.537 -0.071 0.228 -0.123 0.413
H 3.691 2.942 1.445 0.177 -0.076 -0.031 0.306
H 2.266 3.082 2.449 -0.117 -0.068 0.244 0.341